Here is a single C9H11NO2S molecule from the OMol25 dataset. Energies are from ωB97M-V with the def2-TZVPD basis set.

Output
* E_HOMO: -8.957 eV
* gap between HOMO and LUMO: 9.69 eV
* energy relative to the best compared isomer or geometry (same formula, charge and spin): 6.7 kcal per mole
* LUMO energy: 0.7 eV
* SMILES: COC(=O)NCSc1ccccc1

CARTESIAN COORDINATES (ANGSTROEM)
1 C -0.678741 1.996912 2.110152
2 O -1.572377 1.084425 1.529454
3 C -1.129431 -0.180759 1.445531
4 O -0.064513 -0.569737 1.896620
5 N -2.003245 -0.948898 0.676039
6 C -1.551710 -2.222214 0.251988
7 S -0.994762 -2.284013 -1.486256
8 C 0.266902 -1.022183 -1.467976
9 C -0.106059 0.347978 -1.604082
10 C 0.843419 1.319619 -1.565593
11 C 2.143784 1.050952 -1.195957
12 C 2.506296 -0.257117 -1.019867
13 C 1.598506 -1.296421 -1.121343
14 H -1.112159 2.998285 2.043351
15 H 0.253418 2.018307 1.546709
16 H -0.386580 1.843284 3.152695
17 H -2.725496 -0.450896 0.180985
18 H -0.618813 -2.424104 0.789592
19 H -2.346559 -2.966842 0.224766
20 H -1.176756 0.555472 -1.775716
21 H 0.548088 2.351357 -1.731498
22 H 2.860455 1.856330 -1.105704
23 H 3.568141 -0.470414 -0.770670
24 H 1.878189 -2.329326 -1.003219

Atoms 1-2, force components in eV/Å:
C 1.129 1.313 0.154
O -0.659 -0.428 0.252

Atomic partial charges in e from the Mulliken method, atoms 1 to 4:
1. C -0.620
2. O -0.387
3. C 0.692
4. O -0.595

***

Here is a single C9H11NO3 molecule from the OMol25 dataset. Energies are from ωB97M-V with the def2-TZVPD basis set.

Output
* E_HOMO: -8.533 eV
* gap between HOMO and LUMO: 9.12 eV
* energy relative to the best compared isomer or geometry (same formula, charge and spin): 48.3 kcal per mole
* LUMO energy: 0.6 eV
* SMILES: N[C@@H](Cc1ccc(O)cc1)C(=O)O

CARTESIAN COORDINATES (ANGSTROEM)
1 N 0.757400 -1.334000 -3.095513
2 C 0.078600 -1.071197 -1.760980
3 C 0.782832 0.079427 -1.147038
4 C 0.361654 0.345339 0.248023
5 C -0.357363 1.567615 0.584565
6 C -0.348142 2.048077 1.924664
7 C 0.005715 1.235100 2.976587
8 O -0.100628 1.447847 4.301370
9 C 0.721866 0.068141 2.596103
10 C 0.974267 -0.339958 1.273763
11 C -1.438200 -1.131777 -1.792599
12 O -2.170205 -1.978975 -1.199598
13 O -1.897817 -0.223114 -2.706184
14 H 0.738175 -2.377996 -3.040876
15 H 0.049586 -0.956477 -3.754117
16 H 0.329218 -1.907471 -1.041369
17 H 0.880235 0.935511 -1.787603
18 H 1.817577 -0.496761 -1.144015
19 H -0.566277 2.251054 -0.215812
20 H -0.806959 3.012117 2.114056
21 H 0.417563 0.762245 4.760736
22 H 1.082384 -0.634006 3.452846
23 H 1.524900 -1.283069 1.027826
24 H -2.836382 -0.017675 -2.574833

Atoms 1-2, force components in eV/Å:
N -2.052 -0.967 1.438
C 0.383 -2.174 0.431

Atomic partial charges in e from the Mulliken method, atoms 1 to 4:
1. N -0.709
2. C 0.392
3. C -1.126
4. C 0.794

***

Here is a single C9H11NO3 molecule from the OMol25 dataset. Energies are from ωB97M-V with the def2-TZVPD basis set.

Output
* E_HOMO: -8.368 eV
* gap between HOMO and LUMO: 9.05 eV
* energy relative to the best compared isomer or geometry (same formula, charge and spin): 61.2 kcal per mole
* LUMO energy: 0.7 eV
* SMILES: COc1cc(NC(C)=O)ccc1O

CARTESIAN COORDINATES (ANGSTROEM)
1 C 1.762453 -2.808277 1.565845
2 O 1.914299 -2.385651 0.242290
3 C 1.086188 -1.401584 -0.133773
4 C 0.961749 -0.055572 0.424740
5 C 0.010565 0.892630 -0.083660
6 N -0.042396 2.179786 0.482459
7 C -1.145481 2.851828 0.976633
8 C -2.317800 2.806484 0.024398
9 O -1.093974 3.343541 2.105522
10 C -0.591235 0.562651 -1.284376
11 C -0.480775 -0.744486 -1.769196
12 C 0.267519 -1.723952 -1.219518
13 O 0.345936 -2.932669 -1.809350
14 H 0.867095 -2.419528 2.000244
15 H 2.681107 -2.568844 2.027454
16 H 1.649932 -3.872210 1.694190
17 H 1.688784 0.063365 1.219770
18 H 0.677587 2.549405 0.995135
19 H -1.836502 3.338754 -0.860983
20 H -3.213318 3.337735 0.197707
21 H -2.508482 1.823070 -0.428023
22 H -1.154023 1.333303 -1.979802
23 H -0.839166 -1.079035 -2.727730
24 H 1.309938 -3.090745 -1.659974

Atoms 1-2, force components in eV/Å:
C 0.099 -0.744 0.433
O 0.546 -0.195 -0.402

Atomic partial charges in e from the Mulliken method, atoms 1 to 4:
1. C -0.857
2. O -0.507
3. C 0.586
4. C -0.397

***

Here is 2 unconnected molecules or ions with the total composition C9H11NO3P from the OMol25 dataset. Energies are from ωB97M-V with the def2-TZVPD basis set.

Output
* E_HOMO: -5.235 eV
* gap between HOMO and LUMO: 8.27 eV
* net charge: -1
* energy relative to the best compared isomer or geometry (same formula, charge and spin): 0.0 kcal per mole
* LUMO energy: 3.0 eV

CARTESIAN COORDINATES (ANGSTROEM)
1 C -0.859746 -1.462303 -0.020427
2 C -0.278981 -0.339733 0.538052
3 C -0.417266 -0.612357 -2.203126
4 C -0.935772 -1.617388 -1.397484
5 C 0.164084 0.524654 -1.669256
6 C 0.242442 0.660224 -0.273602
7 C 1.392536 -0.009641 5.570875
8 C -1.564290 -2.847161 -1.992293
9 C 0.684344 1.632891 -2.534128
10 N 1.303091 -0.657984 6.507272
11 O 1.322210 1.198756 2.706444
12 O 1.267263 3.618834 1.831434
13 O 0.810517 1.773902 0.207233
14 P 0.741036 2.243173 1.814672
15 H -1.261148 -2.231478 0.626490
16 H -0.205570 -0.222085 1.606169
17 H -0.472441 -0.713832 -3.280464
18 H 1.459552 0.561703 4.670802
19 H -2.559102 -3.007794 -1.576894
20 H -1.649906 -2.755693 -3.073244
21 H -0.963781 -3.730033 -1.768508
22 H 1.705238 1.882298 -2.249651
23 H 0.655028 1.360198 -3.587805
24 H 0.082796 2.529464 -2.380436
25 H -0.662134 2.221385 1.927877

Atoms 1-2, force components in eV/Å:
C -0.022 0.025 -0.196
C -0.005 -0.012 0.133

Atomic partial charges in e from the Mulliken method, atoms 1 to 4:
1. C -0.935
2. C -0.479
3. C -0.683
4. C 0.793

***

Here is a gas-phase ion, C9H11NO4P (charge +1) from the OMol25 dataset. Energies are from ωB97M-V with the def2-TZVPD basis set.

Output
* E_HOMO: -13.424 eV
* gap between HOMO and LUMO: 9.49 eV
* net charge: +1
* energy relative to the best compared isomer or geometry (same formula, charge and spin): 0.0 kcal per mole
* LUMO energy: -3.9 eV
* SMILES: COP(=O)(OC)[N+](=C=O)c1ccccc1

CARTESIAN COORDINATES (ANGSTROEM)
1 C 0.685153 -1.501367 -1.906187
2 O 0.772045 -1.099628 -0.511543
3 P 1.928575 -0.146692 -0.113076
4 O 2.752041 0.495286 -1.113425
5 O 2.589642 -0.676471 1.213602
6 C 2.049393 -1.748676 2.088300
7 N 0.806974 1.359776 0.551340
8 C 1.360684 2.372004 0.956368
9 O 1.870155 3.277351 1.375636
10 C -0.617014 1.147955 0.208719
11 C -1.203656 1.802037 -0.860919
12 C -2.446840 1.372034 -1.352960
13 C -3.173175 0.451846 -0.591749
14 C -2.597089 -0.145047 0.539800
15 C -1.270165 0.140674 0.883283
16 H -0.422879 -1.791031 -2.056917
17 H 1.463879 -2.292643 -2.062594
18 H 0.930485 -0.645581 -2.635186
19 H 2.927993 -2.275049 2.380781
20 H 1.380600 -2.323949 1.598144
21 H 1.784009 -1.267228 3.026161
22 H -0.548891 2.444118 -1.485385
23 H -2.915793 1.867594 -2.229080
24 H -4.172135 0.178365 -0.847944
25 H -3.059942 -0.752786 1.197511
26 H -0.874039 -0.242894 1.747308

Atoms 1-2, force components in eV/Å:
C -0.853 0.138 -1.973
O 0.703 0.255 0.220

Atomic partial charges in e from the Mulliken method, atoms 1 to 4:
1. C -0.702
2. O -0.119
3. P 0.926
4. O -0.634

***

Here is a gas-phase ion, C9H11NO5 (charge -2) from the OMol25 dataset. Energies are from ωB97M-V with the def2-TZVPD basis set.

Output
* E_HOMO: -0.527 eV
* gap between HOMO and LUMO: 6.43 eV
* net charge: -2
* LUMO energy: 5.9 eV

CARTESIAN COORDINATES (ANGSTROEM)
1 C 1.152632 -0.381588 0.365366
2 C 1.138745 -0.896299 -0.822147
3 C 2.259379 -0.148644 1.474605
4 C -2.276937 0.522860 1.302877
5 C -1.123643 0.379827 0.256886
6 C 2.140881 -1.589189 -1.765087
7 C 0.086703 2.566460 0.571294
8 C -1.720523 -1.919542 -0.155166
9 C -0.741200 1.733177 -0.368554
10 N -1.245750 -0.664581 -0.719322
11 O 2.260345 -1.032883 2.344970
12 O -3.156597 1.361957 1.045278
13 O 2.954650 0.828913 1.286237
14 O -2.291577 -0.269992 2.264877
15 O -0.152434 -0.775780 -1.577348
16 H 1.636642 -2.316380 -2.327438
17 H 2.868658 -2.089185 -1.011892
18 H 2.573858 -0.769305 -2.318852
19 H 0.816221 1.923198 1.032680
20 H -0.385093 2.999156 1.338838
21 H 0.565496 3.337491 -0.119028
22 H -1.944317 -2.557112 -1.047996
23 H -0.931489 -2.528779 0.338134
24 H -2.551139 -1.596808 0.565829
25 H -0.268830 1.681833 -1.344353
26 H -1.664681 2.201196 -0.610688

Atoms 1-2, force components in eV/Å:
C -0.591 0.783 1.055
C -0.517 -0.175 -0.118

Atomic partial charges in e from the Mulliken method, atoms 1 to 4:
1. C 0.281
2. C 0.178
3. C 0.298
4. C 0.018

***

Here is a molecular structure, C9H11NO5Sn from the OMol25 dataset. Energies are from ωB97M-V with the def2-TZVPD basis set.

Output
* E_HOMO (alpha / beta): -15.069 / -15.066 eV
* gap between HOMO and LUMO (alpha / beta): 4.21 / 4.19 eV
* net charge: +2
* energy relative to the best compared isomer or geometry (same formula, charge and spin): 20.7 kcal per mole
* LUMO energy (alpha / beta): -10.9 / -10.9 eV

CARTESIAN COORDINATES (ANGSTROEM)
1 Sn 0.058802 -0.054313 -1.856888
2 O 0.129926 3.381473 0.513245
3 C 0.089838 2.412297 -0.085786
4 C -0.157256 -2.517359 -0.438940
5 O -0.199155 -3.366044 0.313634
6 C 2.512838 -0.111750 -0.305628
7 O 3.431500 -0.163573 0.353652
8 C -2.447550 0.110296 -0.194918
9 O -3.509973 0.175157 0.213096
10 C 0.042111 0.735466 -4.003153
11 H -0.864861 1.326786 -4.236582
12 H 0.997811 1.247460 -4.229496
13 C -0.028360 -0.745091 -4.063027
14 H 0.874485 -1.322616 -4.344636
15 H -0.984839 -1.224177 -4.353081
16 C -0.640719 0.306112 4.187627
17 N 0.589556 -0.346272 3.747651
18 C 1.512108 -0.880421 4.740529
19 C 0.906045 -0.503177 2.452888
20 O 0.187651 -0.091483 1.521256
21 H -0.593781 0.271013 5.275858
22 H -1.529537 -0.234608 3.841266
23 H -0.685415 1.350604 3.856162
24 H 1.628506 -1.965636 4.612573
25 H 2.499091 -0.408247 4.644388
26 H 1.086846 -0.661926 5.716051
27 H 1.855932 -1.030771 2.236257

Atoms 1-2, force components in eV/Å:
Sn -0.021 0.114 5.459
O -0.111 -2.476 -1.363

Atomic partial charges in e from the Mulliken method, atoms 1 to 4:
1. Sn 1.240
2. O -0.118
3. C 0.146
4. C 0.114

***

Here is 2 unconnected molecules or ions with the total composition C9H11NOS from the OMol25 dataset. Energies are from ωB97M-V with the def2-TZVPD basis set.

Output
* E_HOMO (alpha / beta): -6.528 / -8.939 eV
* multiplicity: 3
* gap between HOMO and LUMO (alpha / beta): 7.13 / 8.26 eV
* <S²>: 2.04
* energy relative to the best compared isomer or geometry (same formula, charge and spin): 50.0 kcal per mole
* LUMO energy (alpha / beta): 0.6 / -0.7 eV

CARTESIAN COORDINATES (ANGSTROEM)
1 C -0.687133 2.523314 1.845486
2 C -1.661614 1.542645 1.862104
3 C 0.637532 2.333074 1.400367
4 C -1.405707 0.342037 1.313005
5 C 0.845229 1.124933 0.745388
6 C -0.130378 0.042095 0.829367
7 C 1.881468 -2.456433 -1.022775
8 C -0.723056 -0.055674 -2.572189
9 C 0.151943 -1.065996 0.049916
10 N 1.514172 -1.434299 -0.280632
11 O 1.167031 -3.375890 -1.400763
12 S -1.146217 -2.206433 -0.015983
13 H -1.051836 3.377800 2.306082
14 H -2.710240 1.884575 2.304170
15 H 1.366646 3.145529 1.532889
16 H -2.302427 -0.265684 1.356749
17 H 1.788458 0.891942 0.253951
18 H 2.943657 -2.476295 -1.134327
19 H -1.316045 0.777146 -2.248465
20 H -1.150578 -0.887777 -3.100001
21 H 0.229618 -0.005373 -3.036324
22 H 2.248585 -0.776044 0.014332
23 H -0.489107 -2.979196 -1.002347

Atoms 1-2, force components in eV/Å:
C 0.700 -0.497 0.532
C -1.601 2.462 0.756

Atomic partial charges in e from the Mulliken method, atoms 1 to 4:
1. C -0.344
2. C -0.495
3. C -0.955
4. C -0.628

***

Here is a single C9H11NS molecule from the OMol25 dataset. Energies are from ωB97M-V with the def2-TZVPD basis set.

Output
* E_HOMO: -8.594 eV
* gap between HOMO and LUMO: 9.42 eV
* energy relative to the best compared isomer or geometry (same formula, charge and spin): 13.1 kcal per mole
* LUMO energy: 0.8 eV
* SMILES: Cc1ccsc1[C@@H]1C=NCC1

CARTESIAN COORDINATES (ANGSTROEM)
1 C 0.454224 1.971858 -0.286623
2 C 1.362198 0.822355 -0.022161
3 C 2.753788 0.988664 0.091502
4 C 3.428785 -0.225284 -0.017252
5 S 2.308158 -1.572330 0.028770
6 C 0.980979 -0.458275 -0.032947
7 C -0.450347 -0.977446 -0.124090
8 C -1.470984 -0.405496 -1.200760
9 N -2.693219 -0.502330 -0.893109
10 C -2.783658 -1.079024 0.398728
11 C -1.385719 -0.840629 1.098096
12 H -0.544763 1.818239 -0.018160
13 H 0.869082 2.878501 0.175735
14 H 0.260230 2.173478 -1.409568
15 H 3.317351 1.920143 0.137635
16 H 4.412029 -0.349649 0.059889
17 H -0.334684 -1.992592 -0.394974
18 H -1.085387 0.079346 -2.191593
19 H -3.076090 -2.223658 0.262953
20 H -3.641550 -0.725683 0.981691
21 H -1.376203 -1.562722 1.879077
22 H -1.304220 0.262527 1.477152

Atoms 1-2, force components in eV/Å:
C 0.594 1.094 -1.940
C -0.178 1.314 -0.312

Atomic partial charges in e from the Mulliken method, atoms 1 to 4:
1. C -1.483
2. C 0.590
3. C -0.723
4. C -0.583

***

| no. | maximum force (eV/Å) |
| --- | --- |
| 1 | 2.5 |
| 2 | 5.0 |
| 3 | 3.6 |
| 4 | 0.8 |
| 5 | 4.3 |
| 6 | 4.5 |
| 7 | 5.5 |
| 8 | 3.6 |
| 9 | 5.0 |